Formula: C58H151N9O22
Source: OMol25
Level of theory: the ωB97M-V functional and the def2-TZVPD basis

Bonds (Å) are listed after each position.
Element x y z (Å)
1 C -14.385 37.997 -7.496  O2 1.390, H3 1.119, H4 1.109, H5 1.110
2 O -13.256 37.194 -7.378  C1 1.390, H6 0.944
3 H -14.627 38.109 -8.582  C1 1.119
4 H -15.227 37.477 -6.995  C1 1.109
5 H -14.242 39.035 -7.129  C1 1.110
6 H -13.155 36.884 -8.264  O2 0.944
7 C -13.898 36.563 -11.129  O8 1.396, H9 1.107, H10 1.121, H11 1.094
8 O -13.129 36.229 -10.012  C7 1.396, H12 1.007
9 H -14.998 36.477 -11.045  C7 1.107
10 H -13.602 37.626 -11.325  C7 1.121
11 H -13.629 35.923 -11.975  C7 1.094
12 H -13.468 35.320 -9.739  O8 1.007
13 C -8.603 34.328 -6.819  O14 1.469, H15 1.077, H16 1.096, H17 1.097
14 O -8.156 33.452 -7.910  C13 1.469, H18 0.989
15 H -8.359 35.369 -6.953  C13 1.077
16 H -9.695 34.305 -6.737  C13 1.096
17 H -8.208 33.936 -5.875  C13 1.097
18 H -8.915 32.958 -8.309  O14 0.989
19 C -12.296 28.670 -15.212  O20 1.460, H21 1.102, H22 1.087, H23 1.102
20 O -12.039 28.435 -16.630  C19 1.460, H24 0.961
21 H -12.223 29.766 -15.122  C19 1.102
22 H -13.246 28.268 -14.870  C19 1.087
23 H -11.501 28.215 -14.600  C19 1.102
24 H -11.399 27.719 -16.578  O20 0.961
25 C -13.579 34.669 -14.314  O26 1.413, H34 1.123, H35 1.129, H36 1.109
26 O -12.658 34.297 -13.309  C25 1.413, C27 1.389
27 C -11.800 33.265 -13.667  O26 1.389, C28 1.499, H37 1.101, H38 1.130
28 C -10.776 33.226 -12.572  C27 1.499, N29 1.420, H39 1.110, H40 1.102
29 N -9.874 34.317 -12.684  C28 1.420, C30 1.460, H41 0.968
30 C -9.001 34.502 -11.529  N29 1.460, C31 1.473, H42 1.065, H43 1.124
31 C -8.101 35.666 -11.590  C30 1.473, O32 1.396, H44 1.070, H45 1.086
32 O -8.753 36.840 -11.207  C31 1.396, C33 1.460
33 C -9.335 36.790 -9.869  O32 1.460, H46 1.087, H47 1.108, H48 1.100
34 H -14.220 33.804 -14.633  C25 1.123
35 H -13.079 35.062 -15.247  C25 1.129
36 H -14.214 35.530 -14.020  C25 1.109
37 H -11.278 33.499 -14.607  C27 1.101
38 H -12.436 32.331 -13.688  C27 1.130
39 H -10.178 32.295 -12.647  C28 1.110
40 H -11.347 33.228 -11.630  C28 1.102
41 H -10.340 35.135 -12.912  N29 0.968
42 H -8.469 33.595 -11.361  C30 1.065
43 H -9.595 34.665 -10.590  C30 1.124
44 H -7.733 35.912 -12.564  C31 1.070
45 H -7.241 35.430 -10.971  C31 1.086
46 H -10.332 36.367 -9.780  C33 1.087
47 H -9.359 37.846 -9.533  C33 1.108
48 H -8.651 36.258 -9.192  C33 1.100
49 C -18.560 28.699 -10.068  O50 1.448, H58 1.077, H59 1.083, H60 1.050
50 O -17.915 29.010 -8.809  C49 1.448, C51 1.481
51 C -17.405 30.396 -8.919  O50 1.481, C52 1.481, H61 1.131, H62 1.082
52 C -16.739 30.724 -7.637  C51 1.481, N53 1.462, H63 1.114, H64 1.111
53 N -15.511 29.984 -7.350  C52 1.462, C54 1.436, H65 1.022
54 C -14.923 30.273 -6.072  N53 1.436, C55 1.491, H66 1.152, H67 1.104
55 C -15.750 29.994 -4.863  C54 1.491, O56 1.471, H68 1.094, H69 1.066
56 O -15.425 28.620 -4.449  C55 1.471, C57 1.400
57 C -15.843 28.387 -3.134  O56 1.400, H70 1.075, H71 1.119, H72 1.096
58 H -18.763 27.644 -10.006  C49 1.077
59 H -17.848 28.994 -10.829  C49 1.083
60 H -19.450 29.223 -10.263  C49 1.050
61 H -18.276 31.104 -9.056  C51 1.131
62 H -16.693 30.511 -9.725  C51 1.082
63 H -17.480 30.574 -6.820  C52 1.114
64 H -16.466 31.798 -7.551  C52 1.111
65 H -15.695 28.993 -7.518  N53 1.022
66 H -14.798 31.418 -6.103  C54 1.152
67 H -13.983 29.752 -5.816  C54 1.104
68 H -16.840 30.034 -4.943  C55 1.094
69 H -15.466 30.587 -4.023  C55 1.066
70 H -16.916 28.419 -3.074  C57 1.075
71 H -15.414 29.094 -2.381  C57 1.119
72 H -15.539 27.359 -2.905  C57 1.096
73 C -14.829 26.302 -15.650  O74 1.362, H82 1.069, H83 1.112, H84 1.101
74 O -14.353 25.920 -14.432  C73 1.362, C75 1.427
75 C -13.253 25.010 -14.458  O74 1.427, C76 1.552, H85 1.093, H86 1.064
76 C -12.587 24.637 -13.108  C75 1.552, N77 1.454, H87 1.123, H88 1.113
77 N -11.701 25.563 -12.419  C76 1.454, C78 1.439, H89 1.026
78 C -10.791 24.826 -11.582  N77 1.439, C79 1.482, H90 1.104, H91 1.071
79 C -9.857 25.622 -10.751  C78 1.482, O80 1.422, H92 1.113, H93 1.142
80 O -9.197 26.460 -11.691  C79 1.422, C81 1.423
81 C -8.420 27.459 -11.043  O80 1.423, H94 1.052, H95 1.077, H96 1.092
82 H -15.686 26.936 -15.568  C73 1.069
83 H -15.213 25.447 -16.248  C73 1.112
84 H -14.026 26.765 -16.245  C73 1.101
85 H -12.531 25.301 -15.225  C75 1.093
86 H -13.655 24.091 -14.816  C75 1.064
87 H -12.123 23.646 -13.363  C76 1.123
88 H -13.402 24.361 -12.402  C76 1.113
89 H -11.156 26.141 -13.068  N77 1.026
90 H -10.256 24.082 -12.198  C78 1.104
91 H -11.400 24.178 -10.984  C78 1.071
92 H -9.118 25.044 -10.152  C79 1.113
93 H -10.480 26.270 -10.048  C79 1.142
94 H -8.958 28.117 -10.422  C81 1.052
95 H -7.990 28.066 -11.822  C81 1.077
96 H -7.601 26.942 -10.538  C81 1.092
97 C -12.257 24.812 -1.734  O98 1.385, H106 1.048, H107 1.086, H108 1.086
98 O -12.745 25.970 -2.317  C97 1.385, C99 1.395
99 C -11.888 26.467 -3.300  O98 1.395, C100 1.526, H109 1.093, H110 1.097
100 C -12.265 27.874 -3.753  C99 1.526, N101 1.458, H111 1.128, H112 1.098
101 N -12.277 28.766 -2.599  C100 1.458, C102 1.464, H113 1.023
102 C -12.472 30.206 -2.772  N101 1.464, C103 1.508, H114 1.091, H115 1.085
103 C -11.159 30.927 -2.947  C102 1.508, O104 1.430, H116 1.119, H117 1.074
104 O -10.632 30.843 -4.274  C103 1.430, C105 1.410
105 C -9.239 31.063 -4.279  O104 1.410, H118 1.090, H119 1.102, H120 1.088
106 H -13.033 24.366 -1.189  C97 1.048
107 H -11.407 25.014 -1.089  C97 1.086
108 H -11.895 24.151 -2.516  C97 1.086
109 H -11.929 25.894 -4.230  C99 1.093
110 H -10.845 26.503 -2.961  C99 1.097
111 H -13.250 27.950 -4.297  C100 1.128
112 H -11.458 28.135 -4.450  C100 1.098
113 H -12.923 28.314 -1.947  N101 1.023
114 H -12.868 30.597 -1.834  C102 1.091
115 H -13.093 30.561 -3.589  C102 1.085
116 H -10.405 30.455 -2.268  C103 1.119
117 H -11.135 31.977 -2.723  C103 1.074
118 H -8.975 31.909 -3.644  C105 1.090
119 H -9.038 31.244 -5.348  C105 1.102
120 H -8.681 30.189 -3.954  C105 1.088
121 C -18.511 33.582 -10.639  O122 1.409, H130 1.066, H131 1.061, H132 1.078
122 O -17.347 33.048 -11.229  C121 1.409, C123 1.407
123 C -17.194 33.430 -12.574  O122 1.407, C124 1.598, H133 1.076, H134 1.069
124 C -16.080 32.487 -13.224  C123 1.598, N125 1.445, H135 1.096, H136 1.083
125 N -16.394 31.096 -12.991  C124 1.445, C126 1.476, H137 1.035
126 C -15.506 30.181 -13.735  N125 1.476, C127 1.484, H138 1.093, H139 1.099
127 C -15.729 28.788 -13.273  C126 1.484, O128 1.472, H140 1.083, H141 1.108
128 O -15.585 28.672 -11.813  C127 1.472, C129 1.413
129 C -15.610 27.301 -11.468  O128 1.413, H142 1.093, H143 1.126, H144 1.082
130 H -18.480 33.314 -9.608  C121 1.066
131 H -19.372 33.293 -11.186  C121 1.061
132 H -18.505 34.659 -10.689  C121 1.078
133 H -16.802 34.431 -12.605  C123 1.076
134 H -18.144 33.268 -13.039  C123 1.069
135 H -15.128 32.712 -12.731  C124 1.096
136 H -16.031 32.609 -14.299  C124 1.083
137 H -16.307 30.906 -11.978  N125 1.035
138 H -14.442 30.424 -13.675  C126 1.093
139 H -15.704 30.323 -14.807  C126 1.099
140 H -15.032 28.090 -13.720  C127 1.083
141 H -16.791 28.509 -13.414  C127 1.108
142 H -14.707 26.806 -11.834  C129 1.093
143 H -16.486 26.732 -11.888  C129 1.126
144 H -15.572 27.254 -10.388  C129 1.082
145 C -3.363 31.986 -10.195  O146 1.401, H154 1.064, H155 1.117, H156 1.141
146 O -4.573 31.384 -10.564  C145 1.401, C147 1.463
147 C -5.765 32.196 -10.318  O146 1.463, C148 1.503, H157 1.043, H158 1.122
148 C -6.952 31.275 -10.363  C147 1.503, N149 1.459, H159 1.042, H160 1.103
149 N -6.919 30.010 -9.636  C148 1.459, C150 1.461, H161 1.054
150 C -6.604 30.147 -8.216  N149 1.461, C151 1.496, H162 1.109, H163 1.109
151 C -6.230 28.791 -7.710  C150 1.496, O152 1.405, H164 1.117, H165 1.085
152 O -6.279 28.756 -6.306  C151 1.405, C153 1.380
153 C -5.486 27.825 -5.666  O152 1.380, H166 1.094, H167 1.090, H168 1.065
154 H -2.564 31.290 -10.291  C145 1.064
155 H -3.483 32.245 -9.115  C145 1.117
156 H -3.173 32.962 -10.753  C145 1.141
157 H -5.838 32.883 -11.099  C147 1.043
158 H -5.577 32.694 -9.331  C147 1.122
159 H -7.122 31.021 -11.359  C148 1.042
160 H -7.856 31.816 -10.035  C148 1.103
161 H -6.055 29.576 -10.056  N149 1.054
162 H -7.557 30.455 -7.741  C150 1.109
163 H -5.811 30.841 -7.871  C150 1.109
164 H -5.174 28.579 -8.009  C151 1.117
165 H -6.903 28.036 -8.102  C151 1.085
166 H -5.939 26.838 -5.538  C153 1.094
167 H -5.184 28.191 -4.685  C153 1.090
168 H -4.597 27.674 -6.231  C153 1.065
169 C -8.724 26.479 -5.981  O170 1.386, H178 1.070, H179 1.108, H180 1.092
170 O -10.089 26.701 -6.062  C169 1.386, C171 1.411
171 C -10.403 27.910 -6.718  O170 1.411, C172 1.561, H181 1.118, H182 1.105
172 C -11.876 27.765 -7.213  C171 1.561, N173 1.431, H183 1.119, H184 1.132
173 N -12.089 26.526 -7.897  C172 1.431, C174 1.492, H185 0.998
174 C -13.498 26.326 -8.346  N173 1.492, C175 1.500, H186 1.073, H187 1.076
175 C -14.475 26.346 -7.209  C174 1.500, O176 1.402, H188 1.069, H189 1.102
176 O -14.142 25.230 -6.429  C175 1.402, C177 1.429
177 C -14.839 25.105 -5.187  O176 1.429, H190 1.110, H191 1.084, H192 1.145
178 H -8.559 25.573 -5.438  C169 1.070
179 H -8.197 27.358 -5.561  C169 1.108
180 H -8.306 26.284 -6.971  C169 1.092
181 H -9.759 28.142 -7.601  C171 1.118
182 H -10.279 28.813 -6.093  C171 1.105
183 H -11.992 28.546 -8.006  C172 1.119
184 H -12.582 27.943 -6.346  C172 1.132
185 H -11.854 25.747 -7.320  N173 0.998
186 H -13.421 25.305 -8.666  C174 1.073
187 H -13.711 26.937 -9.206  C174 1.076
188 H -15.463 26.368 -7.617  C175 1.069
189 H -14.345 27.288 -6.654  C175 1.102
190 H -14.815 24.059 -4.817  C177 1.110
191 H -15.898 25.302 -5.311  C177 1.084
192 H -14.364 25.768 -4.384  C177 1.145
193 C -12.524 29.986 -11.838  O194 1.392, H202 1.107, H203 1.108, H204 1.071
194 O -11.799 30.793 -10.966  C193 1.392, C195 1.395
195 C -11.736 30.206 -9.702  O194 1.395, C196 1.509, H205 1.096, H206 1.086
196 C -10.647 30.908 -8.930  C195 1.509, N197 1.412, H207 1.085, H208 1.098
197 N -10.822 32.281 -8.651  C196 1.412, C198 1.432, H209 1.046
198 C -11.808 32.528 -7.643  N197 1.432, C199 1.494, H210 1.065, H211 1.107
199 C -12.646 33.738 -7.901  C198 1.494, O200 1.427, H212 1.135, H213 1.121
200 O -13.338 33.684 -9.147  C199 1.427, C201 1.409
201 C -14.415 32.780 -9.242  O200 1.409, H214 1.079, H215 1.108, H216 1.089
202 H -13.628 29.989 -11.740  C193 1.107
203 H -12.106 28.960 -11.805  C193 1.108
204 H -12.308 30.522 -12.740  C193 1.071
205 H -11.471 29.149 -9.825  C195 1.096
206 H -12.731 30.266 -9.272  C195 1.086
207 H -9.818 30.845 -9.627  C196 1.085
208 H -10.381 30.443 -7.972  C196 1.098
209 H -11.225 32.736 -9.502  N197 1.046
210 H -11.342 32.617 -6.690  C198 1.065
211 H -12.376 31.595 -7.462  C198 1.107
212 H -12.009 34.677 -7.917  C199 1.135
213 H -13.393 33.833 -7.070  C199 1.121
214 H -14.353 31.941 -8.567  C201 1.079
215 H -14.440 32.282 -10.232  C201 1.108
216 H -15.323 33.367 -9.108  C201 1.089
217 C -13.913 33.618 -3.967  O218 1.464, H226 1.075, H227 1.080, H228 1.081
218 O -15.192 33.076 -4.428  C217 1.464, C219 1.403
219 C -16.175 34.077 -4.406  O218 1.403, C220 1.538, H229 1.094, H230 1.116
220 C -17.364 33.591 -5.251  C219 1.538, N221 1.454, H231 1.129, H232 1.090
221 N -18.321 34.668 -5.442  C220 1.454, C222 1.457, H233 1.040
222 C -18.179 35.287 -6.754  N221 1.457, C223 1.515, H234 1.074, H235 1.095
223 C -19.264 36.309 -7.028  C222 1.515, O224 1.440, H236 1.078, H237 1.072
224 O -20.471 35.569 -7.283  C223 1.440, C225 1.430
225 C -21.473 36.492 -7.717  O224 1.430, H238 1.072, H239 1.087, H240 1.151
226 H -13.259 32.766 -3.997  C217 1.075
227 H -13.974 33.918 -2.932  C217 1.080
228 H -13.612 34.439 -4.602  C217 1.081
229 H -15.833 35.026 -4.832  C219 1.094
230 H -16.463 34.234 -3.340  C219 1.116
231 H -17.859 32.724 -4.724  C220 1.129
232 H -16.917 33.240 -6.181  C220 1.090
233 H -19.305 34.340 -5.368  N221 1.040
234 H -18.150 34.594 -7.574  C222 1.074
235 H -17.189 35.748 -6.840  C222 1.095
236 H -18.967 36.963 -7.833  C223 1.078
237 H -19.438 36.927 -6.169  C223 1.072
238 H -22.446 36.154 -7.416  C225 1.072
239 H -21.340 36.590 -8.791  C225 1.087
240 H -21.229 37.531 -7.286  C225 1.151

Summary:
Frontier orbital gap: 8.87 eV
Relative energy (zero: lowest compared OMol25 entry of this formula, charge and spin): 104.37 kcal per mole
Total charge: 0
LUMO: 0.59 eV
E_HOMO: -8.3 eV